Entry 1:
ORCA calculation (the ωB97M-V functional and the def2-TZVPD basis) on 12 unconnected molecules or ions with the total composition C54H117O30P3S9 at a distorted geometry.

Calculated values
total charge: 0
energy above the lowest of the compared OMol25 structures with the same formula, charge and spin: 0.00 kJ/mol
DFT total energy: -244710.59027 eV
spin multiplicity: 1
structure (SMILES): CCOP(=O)(OCC)OCC.CCOP(=O)(OCC)OCC.CCOP(=O)(OCC)OCC.O=S1(=O)CCCC1.O=S1(=O)CCCC1.O=S1(=O)CCCC1.O=S1(=O)CCCC1.O=S1(=O)CCCC1.O=S1(=O)CCCC1.O=S1(=O)CCCC1.O=S1(=O)CCCC1.O=S1(=O)CCCC1
LUMO level: -0.16 eV
HOMO-LUMO gap: 9.6 eV
highest occupied orbital energy: -9.731 eV
largest force on an atom: 2.13 eV/A

The geometry in XYZ format:
```
213
C54H117O30P3S9, DFT the ωB97M-V functional and the def2-TZVPD basis
S -3.25 4.75 2.95
S 0.60 -4.99 3.66
S -2.95 -2.91 -2.67
S -5.72 -1.96 3.46
S 0.42 1.02 1.18
S -1.37 4.29 -3.01
S 3.50 -2.20 1.68
S 3.61 0.52 6.81
S -4.66 2.12 -1.74
P 1.99 1.14 -5.53
P 1.98 -7.51 -0.83
P 4.40 4.78 2.04
O 1.83 -5.94 -0.70
O 2.94 1.03 -4.29
O -1.21 3.94 -1.62
O -4.27 3.48 -1.98
O -3.41 3.80 4.03
O 2.81 0.40 -6.66
O 5.39 5.96 2.35
O -4.16 -2.64 -1.93
O 3.68 4.68 3.45
O 0.91 0.83 2.52
O 2.28 -1.88 2.38
O 4.98 3.53 1.57
O 0.85 0.08 -5.27
O -4.63 -1.17 3.97
O 3.80 -3.55 1.31
O -6.30 -3.06 4.18
O 3.33 5.47 1.10
O -5.05 1.69 -0.43
O 0.56 -7.89 -1.37
O 1.54 2.49 -5.86
O 1.97 -7.96 0.68
O 3.13 -7.92 -1.62
O 3.34 1.89 7.18
O 0.09 -6.20 4.24
O 1.17 1.70 0.15
O 1.97 -4.63 3.89
O -1.95 5.27 2.65
O -1.85 -2.00 -2.56
O 4.97 0.03 6.79
O -1.69 3.29 -3.99
C 1.68 3.87 4.46
C 2.21 4.68 0.68
C -3.22 -4.61 -4.71
C 3.68 -1.08 0.28
C 6.02 6.73 1.31
C 1.90 -1.00 5.49
C -4.46 6.05 3.24
C -2.31 -5.27 -3.69
C -4.09 4.06 1.50
C -5.76 5.51 2.70
C 3.84 1.80 -2.22
C -3.30 -3.12 -4.41
C -3.44 1.04 -2.51
C -6.84 -0.37 1.59
C 3.13 -7.62 1.48
C -3.90 0.74 -3.94
C -0.20 0.37 -4.30
C -7.03 -0.77 3.05
C -1.58 -0.45 0.13
C -2.18 0.54 1.13
C -5.35 -2.39 1.76
C -2.44 5.76 -3.21
C 2.67 0.85 -8.03
C 2.76 0.23 5.25
C 3.02 3.48 3.90
C 4.19 0.22 0.92
C -2.48 -4.61 -2.34
C -1.46 -3.47 2.77
C -1.52 6.98 -3.30
C -0.15 -0.61 0.61
C -5.57 -1.06 1.06
C 6.75 7.86 1.98
C -1.14 -4.62 1.79
C 5.31 -0.18 1.88
C 0.37 0.63 -2.92
C -1.28 1.73 1.19
C -5.52 4.60 1.47
C 1.31 -0.81 6.89
C 4.92 -1.49 2.56
C -5.21 1.50 -4.22
C 0.19 -9.28 -1.55
C 0.91 5.47 0.76
C 2.66 -5.00 -1.43
C -0.50 -3.60 3.97
C 0.77 -9.83 -2.84
C 1.79 -3.92 -1.99
C -5.97 1.67 -2.92
C 2.54 -0.59 7.77
C 0.32 -5.00 1.91
C 3.44 2.19 -3.60
C 0.11 5.19 -3.46
C 4.18 -8.72 1.50
C -0.11 6.55 -2.83
C 3.89 1.62 -8.48
H 0.98 4.62 -3.14
H 2.67 2.97 -3.55
H -6.39 0.73 -2.54
H 4.82 -8.63 0.62
H 0.91 -4.14 1.55
H 4.48 -1.55 -0.31
H 0.68 -9.13 -3.66
H 0.60 7.28 -3.19
H -6.07 -3.12 1.39
H -7.93 -1.38 3.12
H 4.76 -1.54 3.63
H 2.54 -0.06 -8.61
H -6.20 4.90 3.50
H -1.70 -5.49 2.17
H 7.06 8.56 1.18
H 0.00 6.49 -1.75
H -1.44 -2.51 2.26
H 3.60 -6.65 1.26
H 2.76 -7.48 2.50
H 0.56 -9.87 -0.71
H -1.61 -4.57 0.80
H -2.45 1.46 -2.36
H -3.57 4.46 0.63
H -5.47 -1.13 -0.03
H -1.32 2.23 0.22
H 3.17 -1.49 7.85
H -0.90 -9.32 -1.55
H 0.60 -1.01 -0.08
H -1.29 2.42 2.04
H -2.27 0.05 2.11
H -1.24 -5.23 -3.95
H 4.77 0.98 -8.38
H 2.33 4.38 -0.36
H -0.95 -3.70 4.95
H -4.22 -5.06 -4.69
H 3.32 0.69 1.38
H 2.36 -0.18 8.75
H -0.10 -1.24 1.50
H 0.76 0.14 6.87
H -1.37 7.24 -4.35
H 0.97 6.33 0.09
H -4.42 6.30 4.29
H 1.76 4.77 5.05
H 3.77 1.82 -9.54
H 1.28 3.04 5.04
H -4.34 -2.80 1.74
H -0.41 0.63 -2.17
H 3.37 -4.63 -0.68
H -2.93 -4.75 -5.75
H -5.62 5.24 0.60
H 1.05 -0.18 -2.67
H 6.21 -0.35 1.29
H 2.14 1.09 5.04
H -4.14 6.94 2.69
H 7.70 7.58 2.42
H 4.89 -8.45 2.29
H -3.33 -5.09 -1.85
H 0.97 3.99 3.63
H -6.55 6.24 2.56
H -2.48 -2.60 -4.91
H 1.23 -4.31 -2.84
H -3.48 0.15 -1.88
H -6.78 2.39 -2.84
H -4.23 -2.62 -4.67
H -3.98 2.99 1.49
H 0.67 -5.86 1.36
H 4.26 2.59 -4.21
H 4.58 0.97 0.23
H 3.17 -5.54 -2.23
H 0.39 -10.82 -3.10
H -4.67 -0.47 1.30
H -2.16 -1.37 0.12
H -1.93 7.75 -2.66
H -2.50 -3.62 3.07
H 2.42 -3.10 -2.34
H 3.81 2.60 -1.48
H -3.19 1.12 -4.67
H -1.60 -0.02 -0.87
H 5.33 7.08 0.55
H -0.78 1.23 -4.65
H -7.01 -0.05 3.86
H 0.90 1.58 -2.90
H -7.70 -0.56 0.95
H 3.14 1.06 -1.85
H -5.03 2.51 -4.60
H 6.71 6.09 0.75
H -2.46 -6.35 -3.68
H -1.65 -4.63 -1.63
H 1.13 -0.97 4.72
H 1.00 -3.58 -1.33
H 5.71 -2.23 2.37
H 0.75 5.84 1.77
H 0.12 -2.71 3.90
H -3.21 5.67 -2.46
H 2.11 3.78 1.28
H 5.51 0.61 2.60
H -3.21 0.76 0.82
H -5.80 1.01 -5.00
H -2.88 5.54 -4.19
H 3.70 3.07 4.66
H 3.49 0.04 4.46
H -3.95 -0.34 -4.07
H 2.90 2.67 3.17
H 3.75 -9.71 1.60
H 2.46 -1.93 5.42
H 1.77 1.45 -8.15
H 0.73 -1.65 7.26
H 4.81 1.29 -2.14
H -0.83 -0.51 -4.33
H -6.25 3.80 1.43
H 0.09 4.82 0.46
H 0.10 5.31 -4.55
H -6.59 0.69 1.52
H 4.10 2.52 -7.90
H 1.84 -10.00 -2.73
H 2.77 -0.99 -0.30
H 6.10 8.48 2.59
```



Entry 2:
ORCA calculation (the ωB97M-V functional and the def2-TZVPD basis) on 2 unconnected molecules or ions with the total composition C4H5N3.

Calculated values
total charge: 0
energy above the lowest of the compared OMol25 structures with the same formula, charge and spin: 410.32 kJ/mol
DFT total energy: -8695.55969 eV
spin multiplicity: 1
structure (SMILES): C1=C=NC=NC=1.N
LUMO level: -0.31 eV
HOMO-LUMO gap: 9.7 eV
highest occupied orbital energy: -10.031 eV
largest force on an atom: 0.49 eV/A

The geometry in XYZ format:
```
12
C4H5N3, DFT the ωB97M-V functional and the def2-TZVPD basis
N 1.46 -2.47 -1.34
N -1.28 1.25 -0.11
N -0.49 1.94 2.02
C -1.34 2.05 0.94
C 0.25 0.97 1.71
C -0.35 0.28 -0.13
C 0.60 0.04 0.91
H 1.52 -1.89 -2.19
H 1.48 -1.84 -0.54
H 0.53 -2.90 -1.36
H -2.08 2.84 0.98
H -0.34 -0.35 -1.01
```



Entry 3:
ORCA calculation (the ωB97M-V functional and the def2-TZVPD basis) on a molecular structure, C38H38BrN5O3S4Ti.

Calculated values
total charge: +2
energy above the lowest of the compared OMol25 structures with the same formula, charge and spin: 0.00 kJ/mol
DFT total energy: -190104.41464 eV
spin multiplicity: 1
LUMO level: -6.60 eV
HOMO-LUMO gap: 5.8 eV
highest occupied orbital energy: -12.385 eV
largest force on an atom: 0.88 eV/A

The geometry in XYZ format:
```
90
C38H38BrN5O3S4Ti, DFT the ωB97M-V functional and the def2-TZVPD basis
Br 3.09 -5.83 0.60
Ti -0.94 0.23 -0.93
S 2.23 -1.17 1.23
S 4.30 1.63 0.96
S -3.21 -1.06 -0.62
S 0.95 1.21 3.50
O -1.35 0.81 0.71
O -2.55 0.55 3.10
O 0.85 0.54 -1.39
N -0.83 2.23 -1.30
N -4.58 -2.38 1.18
N -0.41 -1.64 -2.01
N 0.20 2.59 -2.15
N -1.94 0.38 -2.85
C -2.85 0.59 4.49
C -2.36 -2.09 1.86
C -1.60 3.14 -0.82
C -2.65 0.59 -5.52
C 0.42 -2.67 -1.46
C 4.77 0.02 1.65
C -2.89 1.22 -3.23
C -3.36 -1.85 0.91
C 2.00 -4.57 -0.26
C -3.93 -3.36 3.21
C 2.05 -0.17 3.88
C -2.86 1.64 2.36
C -0.49 -1.48 -3.27
C 2.52 -3.80 -1.29
C 3.30 0.71 -2.62
C -2.64 -2.83 2.98
C -3.76 2.62 2.73
C 4.03 -1.19 1.10
C 2.36 1.71 -2.82
C -4.02 3.72 1.92
C 4.52 0.77 -3.27
C 2.63 2.78 -3.69
C 3.24 2.36 2.23
C -2.23 1.75 1.11
C -3.29 1.35 -4.55
C 1.73 2.07 2.10
C -1.68 -0.32 -5.13
C -3.36 3.87 0.72
C 1.08 1.64 -2.12
C 4.79 1.83 -4.13
C 1.72 -2.84 -1.89
C -0.11 -3.45 -0.44
C -4.89 -3.10 2.28
C 0.68 -4.42 0.15
C -2.46 2.88 0.31
C 1.94 -1.40 3.00
C -1.37 -0.42 -3.79
C 3.85 2.83 -4.34
H 3.41 3.43 2.12
H -3.92 0.48 4.66
H -2.93 0.69 -6.56
H 5.27 0.01 -3.11
H 1.89 3.55 -3.84
H 1.18 3.02 2.06
H -2.32 -0.24 4.93
H -3.35 1.82 -2.45
H -5.91 -3.45 2.34
H -1.15 -3.32 -0.15
H 1.55 1.53 1.18
H -0.01 -2.16 -3.97
H 4.39 -2.10 1.58
H 4.07 3.65 -5.00
H -1.18 -0.95 -5.85
H 3.08 0.19 3.93
H -3.51 4.74 0.10
H -5.31 -2.21 0.49
H 3.54 -3.93 -1.60
H 5.75 1.89 -4.63
H 4.72 0.07 2.73
H 1.79 -0.44 4.90
H 3.63 2.10 3.21
H 4.22 -1.29 0.03
H -4.28 2.53 3.68
H -4.73 4.47 2.25
H -4.08 2.04 -4.81
H 2.14 -2.19 -2.66
H -2.49 1.52 4.93
H 3.09 -0.09 -1.93
H -1.86 -3.02 3.71
H -1.49 4.15 -1.20
H 0.28 -5.05 0.93
H 0.94 -1.82 3.08
H -1.38 -1.66 1.72
H 5.83 -0.10 1.40
H 2.64 -2.17 3.35
H -4.16 -3.95 4.08
```



Look up the total charge of the first one. 0



What is the spin multiplicity in the first record? 1



What is the formula in the second record? C4H5N3